(1)
Entry from OMol25: a 12-piece molecular cluster, C41H58O36 overall in a non-equilibrium geometry (ωB97M-V with the def2-TZVPD basis set).

Computed properties:
Energy relative to the best compared isomer or geometry (same formula, charge and spin) ... 428.0 kJ/mol
HOMO ... -9.99 eV
Lowest unoccupied orbital energy ... -0.941 eV
Total charge ... 0
Total energy ... -4305.7416 Eh
HOMO-LUMO gap ... 9.048 eV

Geometry as XYZ:
```
135
Properties=species:S:1:pos:R:3:forces:R:3
O -3.106218 -3.041754 2.741150 -2.61 1.33 -1.29
O 3.309918 1.274483 -4.121344 0.29 1.41 0.71
O -1.455000 -1.168454 0.164802 -0.36 0.47 -0.59
O -4.294144 1.084344 2.096313 -2.67 -2.54 -1.96
O 0.621170 0.741949 2.870029 1.24 -0.49 2.09
O -0.660078 4.508992 -4.549189 0.81 0.12 1.19
O 4.061205 -7.863817 3.304699 0.02 2.98 -2.70
O -2.236278 4.992765 -6.116907 1.96 -3.78 2.62
O -5.072518 0.337443 -3.609508 0.54 -1.56 -1.49
O 1.306785 -0.892031 -4.207718 -1.97 -1.42 -1.06
O 2.884392 3.872258 0.720510 -2.54 -0.91 -0.21
O 5.364215 0.713131 1.010862 -0.18 -1.02 -1.08
O -1.932715 -4.721305 2.060698 0.17 -1.37 -0.86
O 7.333065 1.855458 1.124839 -4.15 -1.28 1.61
O 5.265414 1.433246 -3.117134 1.58 -0.74 -0.27
O -1.322234 2.881828 -5.830160 -0.80 -0.59 -1.33
O 0.843324 4.111225 -0.275192 -0.12 0.36 -0.67
O 0.926418 3.567646 1.844720 1.70 -0.31 0.28
O -7.703011 -2.341310 1.730296 0.27 0.45 -0.62
O 3.785836 2.938245 -2.605000 -0.70 0.16 0.47
O -5.153697 3.085934 1.433986 1.56 -2.30 1.30
O -2.978637 0.267762 -4.493662 -1.16 0.69 0.88
O -3.080227 0.229568 -0.554299 2.82 -0.45 -0.08
O 4.801512 -5.939530 2.442199 3.93 2.25 0.73
O -3.721746 1.970712 -3.196006 2.12 0.40 -0.88
O -3.573662 2.865236 3.007910 1.41 0.73 1.45
O -0.948423 0.370947 -1.415140 -2.03 0.36 1.16
O -7.072161 -1.241010 -0.146602 -0.67 -0.81 0.93
O 5.858910 1.756516 2.868889 -0.30 1.06 0.20
O -3.935442 -4.287283 1.001870 1.92 0.42 2.62
O 0.021290 -0.229136 4.781822 -0.57 -0.28 0.72
O -9.233776 -2.005777 0.049421 2.30 0.24 0.82
O 1.892961 0.841666 4.778794 2.48 2.28 -1.40
O 2.896499 -6.641328 1.769070 -0.54 -2.78 1.76
O -0.271347 -2.491057 -4.446609 -1.15 -2.69 2.75
O -0.231648 -0.913690 -5.864670 -0.58 0.27 -2.01
C 1.796642 -4.935032 0.758336 0.67 0.21 -1.13
C -1.525073 4.143059 -5.502655 -0.94 4.04 -2.57
C 7.216242 2.666868 -2.328710 -0.20 0.76 0.55
C 0.255931 -0.318953 -1.214208 0.62 -1.43 -0.53
C -4.420779 2.356797 2.100672 -1.53 4.55 -1.10
C 3.167905 -5.585290 0.947324 -0.38 2.10 -0.18
C -0.244113 2.335972 -5.120191 1.25 -0.84 2.03
C 1.660944 3.782158 0.717680 1.73 1.79 1.10
C 0.438544 3.524540 -4.467228 -0.47 0.89 -0.94
C 3.985203 -6.882893 2.533755 -3.10 -6.61 3.67
C 4.052342 1.849902 -3.360229 -1.32 -0.81 -0.86
C 4.787883 3.026982 -1.572476 -0.38 1.50 0.00
C -3.214253 0.662084 2.799552 2.36 -1.44 1.41
C 0.362715 -1.418760 -4.792578 1.37 2.55 0.20
C -0.081379 -1.284092 -0.061809 2.55 0.68 0.86
C -2.965052 1.781091 3.773733 -0.51 0.66 0.28
C -5.776203 1.100336 -2.671496 -0.43 0.97 -0.52
C 4.183940 -4.852312 1.848029 -0.01 1.38 -2.39
C -1.061955 -3.992236 2.924213 -0.99 0.62 0.40
C -2.112699 -3.203413 3.649524 1.55 0.52 2.94
C 0.522948 -0.174117 6.112926 0.11 -1.55 1.57
C 0.872839 0.465111 4.034566 -1.79 0.79 -2.53
C 4.184996 0.521584 1.781991 -0.48 -0.22 0.79
C 1.427167 0.634416 -1.084827 -0.02 0.03 -0.07
C -1.489536 3.839036 -0.885208 0.29 -0.26 -0.35
C -0.526751 4.293983 0.217914 -0.45 -1.48 0.54
C -5.872195 -1.703435 0.505519 0.85 0.20 -0.42
C 5.849230 2.140430 -2.022742 1.63 -2.91 0.94
C -8.105961 -1.885384 0.477858 -1.31 0.16 0.24
C 3.769072 -0.945656 1.951546 0.64 -0.10 -0.64
C -1.287694 -2.923795 -5.361834 1.92 -0.83 -1.88
C -4.888224 2.345904 -2.560813 -0.82 0.22 2.30
C -1.904965 -0.127784 -0.593090 -2.73 0.38 -0.63
C 2.011906 0.063803 5.925045 -1.39 -2.15 0.80
C 6.235853 1.483914 1.614970 4.76 1.48 -0.97
C -3.115942 -4.062400 1.880313 -0.02 -0.44 -2.44
C 4.555848 1.268564 3.118441 -1.12 -1.66 -1.09
C -1.329919 -1.779842 -6.339289 -0.64 1.39 1.07
C -0.401222 3.389537 1.485221 -1.81 0.23 -0.60
C -3.843354 0.811178 -3.837139 0.53 -0.65 -0.33
C -6.288651 -2.049073 1.928666 -0.50 0.04 -1.32
H 7.844922 2.758033 -1.442960 -0.28 -0.47 0.36
H -5.871873 0.458656 -1.795606 -0.29 0.61 0.21
H 5.971192 1.409443 -1.223439 0.16 -0.40 -0.25
H 0.355155 -1.010574 -2.050815 0.46 0.66 -0.52
H -2.384172 0.508685 2.109960 0.20 0.04 0.02
H 0.320311 -2.275150 -0.272910 -0.89 -0.31 -0.24
H 2.450731 0.405147 6.862605 0.22 1.16 -0.67
H 0.470436 -0.979980 0.827633 -0.18 0.24 0.44
H 4.569411 -1.567929 2.351974 0.10 0.18 0.34
H -0.590265 2.325481 1.343269 -0.05 -0.13 -0.52
H 0.113683 0.620068 6.737313 -0.40 0.28 -0.52
H -5.498507 -2.530336 -0.098376 0.12 -0.11 0.32
H -1.947135 1.945688 4.127102 0.32 0.39 -1.11
H 1.266633 3.923457 -5.053088 -0.11 0.07 -0.28
H -5.143771 -0.893068 0.533856 -0.03 -0.05 -0.37
H 5.209450 4.031845 -1.547364 -0.73 0.30 0.34
H -2.271959 -3.259508 -5.035304 0.41 0.46 1.00
H 1.469560 1.142081 -0.121196 -0.03 -0.33 0.36
H 4.454125 2.668346 -0.598782 -0.65 0.63 -0.24
H 1.672636 -4.196237 -0.033434 0.65 0.09 -0.15
H -0.613475 1.688285 -4.325089 -0.36 -0.18 -0.16
H 3.407985 1.015117 1.198236 -0.17 0.28 0.44
H 4.631172 0.576099 3.956848 -0.10 0.00 0.01
H -5.265815 3.297586 -2.934755 -0.22 -0.32 -0.54
H 3.707450 1.937368 3.263424 0.85 0.92 0.40
H -2.276674 -1.277853 -6.139902 0.29 0.64 -0.40
H -3.399688 -0.287854 3.300886 -0.25 -0.02 -0.16
H 1.177276 -5.764897 0.418054 -0.57 0.19 0.69
H -0.461542 -4.569736 3.627128 -0.14 -0.52 -0.54
H -0.704925 5.291773 0.618855 0.44 0.35 -0.60
H -1.071341 3.697333 2.287902 0.19 0.28 0.03
H -1.263356 -2.046744 -7.394007 0.50 0.16 0.20
H -2.490142 4.252654 -1.010876 -0.09 0.21 1.21
H 7.717250 1.956586 -2.986432 0.03 0.72 -0.51
H 1.389659 1.455416 -1.800830 -0.25 -0.27 -0.36
H 2.866123 -1.066309 2.550055 0.07 0.34 0.18
H -5.768248 -2.906754 2.354895 -0.28 0.04 -0.17
H 1.538543 -4.419523 1.683405 -0.43 -0.58 0.08
H 4.911099 -4.300405 1.252433 0.09 0.02 0.18
H 0.284382 -1.118636 6.601868 0.02 0.01 -0.05
H -1.562359 2.753487 -0.818993 -0.14 0.01 -0.28
H -1.128186 4.099512 -1.880032 0.73 -0.14 0.06
H 3.638395 -6.058099 0.085232 0.06 0.87 -0.63
H -6.708876 1.412437 -3.141425 -0.32 -0.52 0.44
H 3.540421 -1.396044 0.985640 -0.08 0.17 -0.23
H -4.680731 2.522758 -1.505457 0.23 0.06 0.09
H -2.539887 -3.663465 4.540564 0.15 -0.73 0.02
H 0.867714 3.390121 -3.474337 -0.76 -0.01 0.21
H -1.709846 -2.279100 4.063588 -0.17 0.50 -0.62
H 2.554698 -0.842300 5.655869 0.00 -0.21 0.00
H 3.770415 -4.185675 2.604802 -0.35 -0.11 0.03
H 0.484720 1.746017 -5.675938 -0.53 0.15 -0.63
H -0.798323 -3.748406 -5.880125 -0.32 -0.50 0.18
H 7.055662 3.719541 -2.561530 0.65 -0.03 -1.34
H -3.455031 1.693571 4.743450 -0.84 -0.16 -0.22
H 2.353623 0.102697 -1.301720 0.08 -0.03 0.19
H -0.449001 -3.299720 2.347329 0.18 -0.22 -0.23
H -6.081883 -1.147642 2.505536 -0.72 -0.09 0.53
```
Positions in Å, forces in eV/Å.

(2)
Entry from OMol25: C41H59BBaBrN10O3S as an isolated structure (ωB97M-V with the def2-TZVPD basis set).

Computed properties:
Energy relative to the best compared isomer or geometry (same formula, charge and spin) ... 64.7 kJ/mol
HOMO ... -4.59 eV
Lowest unoccupied orbital energy ... 2.174 eV
Total charge ... -1
Total energy ... -5393.9697 Eh
HOMO-LUMO gap ... 6.763 eV

Geometry as XYZ:
```
117
Properties=species:S:1:pos:R:3:forces:R:3
Ba 0.744336 -1.054424 0.245408 -0.26 -0.13 0.27
Br -3.754315 -0.765970 1.831948 -0.03 0.05 0.00
S 3.297489 -0.165552 2.075461 -0.08 0.05 -0.10
O 0.184778 -5.572594 0.734164 -0.05 0.05 0.02
O 0.176618 -3.547952 -0.222867 0.02 0.31 -0.07
O 2.742008 -1.472878 -1.524980 -0.15 -0.06 0.05
N -1.872218 -0.204001 -1.709176 0.16 -0.09 0.04
N -1.225983 2.184322 0.951217 0.12 0.01 0.12
N 0.272875 3.800197 -0.996343 0.10 -0.07 -0.04
N 1.763283 -2.252494 2.663298 0.09 -0.19 -0.02
N 4.135727 -2.057341 -3.211370 -0.02 -0.10 0.00
N -0.771723 3.038254 -1.396990 -0.19 0.08 0.06
N -1.950293 -2.792241 1.334162 0.17 0.07 -0.05
N -2.222671 0.926439 -1.039515 -0.04 -0.10 -0.03
N -0.900092 1.220458 1.859203 0.20 -0.02 -0.20
N 3.969538 -3.353728 -1.265766 -0.01 0.01 -0.08
C -2.415648 2.886623 -3.318292 -0.03 0.07 -0.01
C -0.687478 1.031869 4.331335 0.00 0.02 0.01
C 3.130497 -2.934043 4.976529 -0.09 -0.10 0.00
C 4.877321 -4.375569 -1.756797 -0.01 0.01 0.04
C -1.587565 -2.549393 -3.180279 0.01 0.00 0.01
C -0.622374 4.683736 -2.853014 0.02 -0.10 0.09
C 2.049203 -3.711080 4.546868 0.09 0.10 0.00
C -1.941245 4.610699 0.911249 -0.03 0.06 0.09
C 0.371440 4.793909 -1.858284 0.02 0.06 -0.14
C -1.552346 3.333982 1.582429 -0.05 -0.02 -0.07
C 0.712174 1.470269 4.784652 0.01 -0.04 0.02
C -3.628501 -3.353680 2.950723 0.03 0.02 -0.04
C -2.996396 -0.784346 -2.094536 0.05 -0.10 -0.07
C 2.420508 5.493842 -0.619092 0.02 0.02 0.02
C -3.816235 -1.935210 -4.128678 0.00 0.01 0.01
C -3.006518 -2.099355 -2.836533 0.01 0.03 -0.03
C -0.249586 -4.429213 0.569493 0.07 -0.27 0.02
C -1.452857 3.101876 2.938935 -0.01 0.10 -0.09
C -3.096978 -4.624211 3.073330 0.03 0.00 -0.03
C 3.453199 -3.519306 0.091459 0.05 0.01 -0.01
C -1.710565 1.380700 5.416893 -0.01 0.01 0.00
C -0.693299 -0.477061 4.113577 -0.04 -0.02 0.01
C 2.149899 6.083147 -3.031741 0.01 -0.01 -0.02
C 1.412628 -3.319603 3.389184 -0.02 -0.02 0.08
C 3.575434 -2.271712 -1.975159 0.03 0.16 0.08
C -3.567645 1.040905 -0.990019 0.05 0.09 0.01
C -1.028871 1.768459 3.056894 -0.05 -0.19 0.09
C 2.823721 -1.509165 3.050856 -0.10 0.02 -0.02
C 5.265626 -2.845551 -3.652580 0.00 0.00 -0.02
C 0.715537 7.182122 -1.307848 0.01 0.01 -0.01
C -4.104416 -0.026614 -1.674307 -0.02 0.04 0.04
C 3.927753 -0.777721 -3.854632 -0.02 0.02 -0.02
C -3.007408 -2.492141 2.055330 -0.06 -0.09 0.09
C -2.001830 -4.972974 2.300388 -0.02 -0.08 0.03
C -1.453676 -4.032484 1.441042 -0.12 -0.03 0.01
C -4.288188 2.124270 -0.260534 -0.03 0.02 0.00
C -3.671113 -3.161943 -1.953223 -0.02 -0.01 0.01
C 3.516557 -1.846495 4.236057 0.05 0.08 -0.02
C -1.327075 3.540662 -2.524221 0.09 -0.06 -0.18
C 1.415442 5.874875 -1.704175 -0.03 -0.01 0.07
C 5.041263 -4.292019 -3.259895 0.02 0.00 -0.01
B -1.055363 1.791222 -0.530389 -0.01 0.15 0.02
H 5.880475 -4.913569 -3.574502 0.00 0.00 -0.01
H -0.095237 1.074520 -0.617667 0.08 0.30 -0.07
H 0.005835 -0.764399 3.332796 0.01 0.01 0.00
H 3.660652 -3.192195 5.886509 0.01 0.01 0.00
H -3.862004 -2.883583 -4.670205 0.00 -0.01 0.00
H 5.851084 -4.265619 -1.262986 0.00 -0.01 0.00
H 4.740688 -0.076975 -3.633890 0.00 0.00 0.00
H 3.159599 6.291895 -0.506036 0.01 -0.01 0.01
H -2.718617 1.099980 5.103883 0.00 -0.01 -0.01
H -2.264069 5.319281 1.674805 -0.02 0.00 -0.01
H -1.009736 -2.768274 -2.281765 -0.01 0.00 0.01
H -2.250082 1.815920 -3.435403 0.03 -0.01 0.02
H 2.996637 -0.344831 -3.505447 0.00 -0.01 0.00
H -1.550785 -5.953639 2.337465 0.02 0.01 -0.02
H 0.979908 0.966021 5.718020 0.00 0.01 0.01
H 1.459891 6.376095 -3.825290 -0.01 0.00 0.00
H 1.719527 -4.583611 5.092487 -0.02 -0.01 -0.01
H 4.140138 -4.657151 -3.756453 0.00 0.00 0.00
H 3.875185 -0.923592 -4.935046 0.00 0.00 0.00
H 0.568216 -3.888121 3.019248 0.00 -0.02 -0.01
H -3.357629 -1.187950 -4.779691 0.01 0.00 0.00
H -1.473740 0.845002 6.339803 0.01 0.00 0.00
H 1.459755 1.215191 4.030756 0.00 0.01 -0.01
H 0.194528 7.064433 -0.355734 0.00 0.00 0.00
H -3.917995 2.231396 0.759830 0.01 -0.02 0.03
H -4.189902 3.098349 -0.744647 0.04 -0.01 -0.05
H -0.019099 7.474652 -2.060727 -0.01 0.00 0.00
H 4.476621 -5.350148 -1.469256 0.01 0.00 -0.02
H 2.938398 4.567924 -0.869672 0.00 -0.01 -0.01
H -1.632218 -3.463338 -3.778695 0.00 -0.01 0.00
H 6.205844 -2.470335 -3.222306 0.00 -0.01 0.00
H -4.838001 -1.614231 -3.916669 -0.01 0.00 0.00
H -1.650341 3.817807 3.719474 0.01 0.00 0.02
H -4.489484 -3.030561 3.516226 0.00 0.02 -0.01
H 3.516875 -2.572268 0.627862 -0.02 0.01 0.00
H -1.709763 2.449206 5.639886 0.01 0.01 0.00
H -2.758324 4.481249 0.204754 -0.05 -0.03 -0.05
H -1.105093 5.043056 0.364288 0.00 -0.02 0.04
H 0.746126 2.549191 4.951489 0.00 0.01 0.00
H 2.428139 -3.891929 0.085486 0.00 -0.01 0.00
H -5.349535 1.878127 -0.222990 0.00 0.02 0.02
H 2.902692 6.869702 -2.930803 0.00 0.00 0.01
H -1.059736 -1.783446 -3.750607 -0.01 0.01 -0.01
H -0.780852 5.313316 -3.713370 -0.04 0.00 -0.02
H 1.924637 5.333164 0.337790 -0.01 0.01 0.00
H 1.443588 7.991409 -1.202273 0.00 0.00 0.00
H -0.385203 -0.987664 5.030384 0.00 -0.01 0.00
H 4.349552 -1.221978 4.528244 0.00 -0.02 0.02
H -3.402504 3.017153 -2.873233 0.00 0.00 0.02
H 4.090871 -4.238548 0.604678 -0.01 0.00 0.01
H -3.108402 -3.292752 -1.028179 0.02 0.00 -0.01
H 5.343204 -2.744174 -4.736950 0.00 -0.01 0.01
H -2.438355 3.340309 -4.309645 -0.01 0.01 0.01
H 2.651354 5.165181 -3.343281 0.00 -0.01 0.00
H -3.706031 -4.120866 -2.477399 0.00 -0.01 0.01
H -3.539402 -5.336718 3.758462 -0.01 0.00 0.00
H -5.153020 -0.245205 -1.797499 -0.01 -0.01 0.00
H -1.687225 -0.831017 3.834617 0.03 0.02 0.02
H -4.691984 -2.873673 -1.691819 -0.01 0.00 -0.01
```
Positions in Å, forces in eV/Å.

Question: Number 1 is which compound?
Answer: C41H58O36

Question: The highest lowest unoccupied orbital energy belongs to which entry?
Answer: C41H59BBaBrN10O3S